(P)
DFT (ωB97M-V with the def2-TZVPD basis set) results for an isolated molecule of C19H19BrN4O3.

CARTESIAN COORDINATES (ANGSTROEM)
C -0.1734 -2.8264 0.4501
C -0.6603 -1.4280 0.5845
N -2.0074 -1.1575 0.7133
C -2.0828 0.1399 0.8100
O -3.2027 0.8630 0.9231
N -0.8889 0.7518 0.7865
C 0.0611 -0.2649 0.6238
C 1.5072 -0.0530 0.5222
O 2.2397 -0.8565 -0.0372
N 2.0115 1.1085 1.0614
C 1.4739 1.7709 2.2747
C 2.7770 2.2057 2.9503
C 3.6041 2.6427 1.7421
C 3.4750 1.2788 1.0650
C 4.0578 0.3559 2.1409
N 3.4901 0.9873 3.3498
C 3.1517 0.3585 4.5081
O 2.3626 0.8548 5.2984
C 3.8232 -0.9499 4.7588
C 3.4586 -1.6915 5.7959
C 4.0591 -3.0105 6.1088
C 3.4012 -4.1859 5.7562
C 3.9777 -5.4170 6.0253
C 5.2141 -5.4964 6.6504
C 5.8599 -4.3226 6.9958
Br 7.5517 -4.4077 7.8444
C 5.3013 -3.0831 6.7316
H 0.9117 -2.8651 0.4840
H -0.5966 -3.4442 1.2426
H -0.5017 -3.2440 -0.5032
H -3.9405 0.2397 0.9078
H -0.7398 1.7434 0.7353
H 0.8545 2.6394 2.0320
H 0.9023 1.0841 2.8970
H 2.6542 2.8926 3.7798
H 3.1411 3.4480 1.1746
H 4.6310 2.8975 1.9970
H 3.8996 1.1479 0.0761
H 3.7172 -0.6683 2.0082
H 5.1505 0.3801 2.1434
H 4.6083 -1.2813 4.0896
H 2.6561 -1.3213 6.4284
H 2.4383 -4.1316 5.2646
H 3.4635 -6.3265 5.7438
H 5.6694 -6.4529 6.8642
H 5.8248 -2.1780 7.0079

Results
- gap between HOMO and LUMO (eV) = 9.01
- HOMO (Eh) = -0.3135

In elementary charge units, the Löwdin charges are: C -0.02; C -0.26; N 0.17; C -0.46; O 0.11; N 0.18; C -0.11; C -0.39; O 0.07; N 0.01; C -0.08; C -0.22; C -0.06; C -0.22; C -0.07; N 0.00; C -0.45; O 0.06; C 0.02; C -0.02; C -0.22; C -0.03; C -0.07; C -0.13; C -0.69; Br 0.73; C -0.08; H 0.07; H 0.08; H 0.09; H 0.12; H 0.15; H 0.12; H 0.13; H 0.15; H 0.13; H 0.13; H 0.15; H 0.12; H 0.13; H 0.12; H 0.13; H 0.12; H 0.11; H 0.10; H 0.11

***

(Q)
DFT (ωB97M-V with the def2-TZVPD basis set) results for an isolated molecule of C19H19BrN4O3.

CARTESIAN COORDINATES (ANGSTROEM)
C -2.9205 -1.6238 -3.3909
C -3.2928 -0.2173 -3.1114
N -4.6156 0.1780 -3.0824
C -4.5856 1.4559 -2.8264
O -5.6349 2.2753 -2.7303
N -3.3447 1.9325 -2.6614
C -2.4798 0.8403 -2.8212
C -1.0112 0.9060 -2.7593
O -0.3039 0.1679 -3.4302
N -0.4603 1.8586 -1.9492
C -1.0732 2.4677 -0.7521
C 0.1873 2.7983 0.0538
C 1.1337 3.2626 -1.0552
C 0.9956 1.9479 -1.8221
C 1.4283 0.9288 -0.7622
N 0.8063 1.5309 0.4305
C 0.7466 1.0454 1.6958
O 0.1600 1.6449 2.5849
C 1.4357 -0.2573 1.9264
C 1.4558 -0.8016 3.1309
C 2.1098 -2.1022 3.4280
C 1.3531 -3.2650 3.5313
C 1.9682 -4.4787 3.7910
C 3.3423 -4.5507 3.9547
C 4.0871 -3.3909 3.8505
Br 5.9658 -3.4700 4.0646
C 3.4886 -2.1709 3.5885
H -1.8473 -1.7719 -3.3054
H -3.4344 -2.2950 -2.7014
H -3.2210 -1.8955 -4.4039
H -6.4203 1.7378 -2.8970
H -3.1035 2.8933 -2.4977
H -1.6385 3.3763 -0.9815
H -1.7179 1.7650 -0.2259
H 0.0286 3.4554 0.8986
H 0.7662 4.1255 -1.6082
H 2.1459 3.4511 -0.7018
H 1.5075 1.8515 -2.7710
H 1.0302 -0.0596 -0.9862
H 2.5169 0.8732 -0.6707
H 1.9223 -0.7593 1.0970
H 0.9486 -0.2896 3.9442
H 0.2792 -3.2195 3.4013
H 1.3741 -5.3800 3.8646
H 3.8289 -5.4945 4.1584
H 4.0927 -1.2767 3.5095

Results
- gap between HOMO and LUMO (eV) = 8.96
- HOMO (Eh) = -0.3130

In elementary charge units, the Löwdin charges are: C -0.02; C -0.27; N 0.17; C -0.47; O 0.11; N 0.18; C -0.11; C -0.39; O 0.07; N 0.00; C -0.07; C -0.22; C -0.05; C -0.23; C -0.07; N 0.00; C -0.45; O 0.05; C 0.02; C -0.02; C -0.22; C -0.03; C -0.07; C -0.13; C -0.69; Br 0.74; C -0.08; H 0.07; H 0.08; H 0.09; H 0.12; H 0.15; H 0.12; H 0.14; H 0.15; H 0.13; H 0.13; H 0.15; H 0.13; H 0.13; H 0.11; H 0.13; H 0.12; H 0.11; H 0.10; H 0.11

***

Energies relative to the minimum, hartree: (P) 0.0000; (Q) 0.0022